C14H27NO18S4 | ωB97M-V with the def2-TZVPD basis set

Lowest unoccupied orbital energy in eV: 0.12
Kohn-Sham gap in eV: 10.15
HOMO energy in eV: -10.02
Multiplicity: 1

Last column: Mulliken charge in e.
CARTESIAN COORDINATES (ANGSTROEM)
C (-3.245, -1.364, -1.530)  -1.14
S (-1.572, -1.067, -2.056)  1.40
O (-1.457, -1.530, -3.411)  -0.69
O (-0.682, -1.675, -1.103)  -0.65
C (-1.416, 0.752, -1.998)  0.09
C (-2.071, 1.375, -0.748)  -0.49
C (-1.094, 2.124, 0.141)  -0.75
C (-0.209, 1.184, 0.929)  0.41
N (1.163, 1.527, 1.109)  -0.49
O (-0.659, 0.160, 1.418)  -0.55
O (-0.062, 1.205, -2.058)  -0.34
C (0.847, 0.421, -2.758)  0.14
O (0.806, 0.297, -3.952)  -0.55
C (1.903, -0.183, -1.880)  0.11
C (2.620, -1.356, -2.543)  -0.92
O (2.667, -2.444, -1.612)  -0.46
H (-3.242, -1.520, -0.462)  0.35
H (-3.882, -0.521, -1.760)  0.33
H (-3.594, -2.258, -2.027)  0.46
H (-1.936, 1.124, -2.875)  0.45
H (-2.846, 2.069, -1.053)  0.52
H (-2.557, 0.639, -0.120)  -0.03
H (-0.544, 2.905, -0.364)  0.19
H (-1.691, 2.625, 0.901)  0.70
H (1.300, 2.012, 1.987)  0.34
H (1.443, 2.148, 0.361)  0.11
H (2.604, 0.627, -1.679)  0.42
H (1.503, -0.478, -0.919)  0.20
H (2.119, -1.682, -3.443)  0.38
H (3.651, -1.095, -2.732)  0.32
H (1.920, -3.010, -1.795)  0.28
O (-0.127, 4.979, 0.058)  -0.56
S (1.176, 5.110, 0.604)  1.20
O (1.433, 4.929, 1.985)  -0.58
O (1.770, 6.516, 0.132)  -0.31
C (3.001, 6.327, -0.583)  -0.41
C (2.858, 4.963, -1.225)  -0.37
O (2.184, 4.178, -0.226)  -0.29
H (3.824, 6.351, 0.133)  0.30
H (3.127, 7.122, -1.312)  0.31
H (3.813, 4.509, -1.468)  0.37
H (2.230, 5.001, -2.117)  0.28
O (4.773, -8.225, 0.599)  -0.53
S (3.447, -7.821, 0.304)  1.11
O (2.448, -8.760, -0.051)  -0.54
O (3.510, -6.662, -0.798)  -0.33
C (2.860, -5.476, -0.314)  -0.20
C (3.042, -5.532, 1.186)  -0.35
O (2.886, -6.923, 1.507)  -0.32
H (1.803, -5.523, -0.589)  0.24
H (3.315, -4.593, -0.755)  0.31
H (2.304, -4.943, 1.722)  0.29
H (4.045, -5.219, 1.480)  0.33
O (-6.642, 0.059, 1.948)  -0.58
S (-5.247, 0.264, 2.066)  0.87
O (-4.384, 0.158, 0.944)  -0.30
O (-4.693, -0.665, 3.240)  -0.33
C (-4.017, 0.128, 4.227)  -0.20
C (-4.714, 1.471, 4.168)  -0.35
O (-4.965, 1.673, 2.769)  -0.33
H (-2.964, 0.205, 3.948)  0.21
H (-4.103, -0.347, 5.200)  0.31
H (-4.102, 2.281, 4.552)  0.32
H (-5.672, 1.453, 4.693)  0.30